[1]
# C30H80AgN7O9

A structure of composition C30H80AgN7O9 (wB97M-V/def2-TZVPD, OMol25).

Geometry as ORCA input:
```
! wB97M-V def2-TZVPD RIJCOSX def2/J DEFGRID3
* xyz 0 3
Ag -0.01 1.34 -3.34
C 0.93 -0.02 0.60
C 0.72 0.53 -0.78
O -0.07 1.47 -0.98
O 1.21 0.00 -1.82
H 0.10 0.30 1.23
H 1.82 0.39 1.06
H 1.20 -1.07 0.53
C 0.63 5.62 2.97
C 0.50 4.09 2.85
C -0.73 3.59 3.61
O -0.50 4.06 4.95
C -1.59 3.82 5.78
N 0.36 3.83 1.43
H 0.40 6.01 3.96
H -0.07 6.09 2.27
H 1.66 5.98 2.90
H 1.45 3.69 3.22
H -0.71 2.50 3.49
H -1.66 3.94 3.16
H -1.60 4.63 6.51
H -1.49 2.82 6.19
H -2.60 3.89 5.38
H -0.33 4.33 0.89
H 0.22 2.84 1.28
C 2.74 -0.24 -6.83
C 1.74 -0.39 -5.67
C 1.59 -1.85 -5.20
O 2.93 -2.45 -4.79
C 2.99 -3.80 -4.51
N 2.08 0.41 -4.53
H 2.34 -0.47 -7.81
H 3.61 -0.86 -6.63
H 3.04 0.81 -6.87
H 0.77 -0.02 -6.01
H 1.36 -2.49 -6.05
H 0.92 -2.05 -4.37
H 2.25 -4.15 -3.78
H 3.97 -4.11 -4.17
H 2.77 -4.27 -5.47
H 2.18 -0.25 -3.77
H 3.03 0.74 -4.60
C -7.44 2.66 0.33
C -6.13 1.91 -0.13
C -5.46 1.05 0.99
O -4.19 0.59 0.48
C -3.26 0.35 1.54
N -6.46 1.17 -1.32
H -7.39 2.90 1.39
H -8.29 2.01 0.11
H -7.52 3.53 -0.32
H -5.40 2.70 -0.30
H -6.20 0.27 1.16
H -5.41 1.58 1.94
H -3.66 -0.31 2.31
H -3.07 1.36 1.91
H -2.28 -0.03 1.23
H -5.57 0.76 -1.55
H -6.60 1.84 -2.06
C 0.95 4.53 -4.76
C 1.00 4.49 -3.22
C -0.36 4.55 -2.50
O -1.20 3.43 -2.83
C -2.51 3.52 -2.29
N 1.63 3.18 -2.92
H 1.90 4.69 -5.27
H 0.25 5.27 -5.14
H 0.51 3.64 -5.21
H 1.66 5.25 -2.80
H -0.94 5.38 -2.91
H -0.27 4.83 -1.46
H -2.98 4.44 -2.65
H -2.44 3.53 -1.21
H -3.09 2.68 -2.68
H 2.57 3.09 -3.27
H 1.94 3.34 -1.97
C -0.95 -7.61 -0.75
C 0.46 -7.07 -0.23
C 0.57 -5.55 0.22
O 1.90 -5.08 0.52
C 1.79 -3.69 0.80
N 0.91 -7.91 0.85
H -1.64 -7.62 0.09
H -0.76 -8.57 -1.24
H -1.29 -6.94 -1.54
H 1.10 -7.36 -1.06
H -0.11 -5.48 1.07
H 0.35 -5.00 -0.70
H 2.74 -3.19 0.61
H 1.57 -3.48 1.84
H 1.09 -3.18 0.14
H 0.92 -8.82 0.41
H 1.85 -7.55 0.82
C -0.22 -0.50 4.56
C -1.73 -0.90 4.63
C -2.18 -2.15 3.78
O -3.49 -2.53 4.03
C -4.04 -3.60 3.31
N -1.89 -1.31 5.97
H 0.06 0.26 5.30
H 0.02 -0.38 3.51
H 0.42 -1.34 4.84
H -2.42 -0.10 4.38
H -1.58 -3.05 3.93
H -2.16 -1.75 2.77
H -5.09 -3.50 3.06
H -4.02 -4.42 4.02
H -3.44 -3.89 2.45
H -2.79 -1.78 5.90
H -1.17 -1.92 6.33
C 5.49 -1.95 0.02
C 4.40 -1.00 -0.22
C 4.99 0.45 -0.28
O 5.76 0.73 0.90
C 5.02 1.34 1.95
N 3.62 -1.42 -1.30
H 6.36 -1.83 -0.62
H 5.13 -2.97 -0.10
H 5.85 -1.72 1.03
H 3.73 -1.02 0.64
H 4.29 1.23 -0.54
H 5.58 0.47 -1.19
H 5.62 1.45 2.86
H 4.11 0.78 2.15
H 4.72 2.33 1.60
H 3.34 -2.37 -1.11
H 2.76 -0.89 -1.31
*
```

=====

[2]
# H20O10

A cluster of 10 separate species, H20O10 in total (wB97M-V/def2-TZVPD, OMol25).

relative energy (zero: lowest compared OMol25 entry of this formula, charge and spin)	2.5022	eV
SMILES	O.O.O.O.O.O.O.O.O.O

Geometry as ORCA input:
```
! wB97M-V def2-TZVPD RIJCOSX def2/J DEFGRID3
* xyz 0 1
O 19.42 -10.95 20.49
H 19.75 -11.01 21.38
H 19.89 -11.64 20.01
O 22.42 -8.65 18.34
H 22.12 -8.52 19.24
H 22.48 -7.77 17.98
O 21.14 -11.13 22.58
H 21.65 -11.19 23.39
H 21.64 -10.56 22.01
O 17.25 -10.14 19.12
H 17.83 -10.38 19.84
H 17.81 -10.17 18.34
O 19.95 -8.17 20.22
H 19.71 -9.08 20.40
H 19.11 -7.71 20.16
O 17.56 -7.58 22.85
H 17.76 -7.31 21.96
H 16.60 -7.57 22.90
O 17.91 -6.27 20.54
H 18.59 -5.76 20.10
H 17.12 -5.75 20.45
O 19.30 -6.29 16.88
H 19.41 -6.08 17.80
H 18.53 -6.86 16.86
O 21.73 -7.32 22.28
H 21.34 -7.53 23.13
H 21.11 -7.66 21.64
O 19.54 -10.24 17.44
H 19.96 -11.07 17.21
H 20.20 -9.78 17.96
*
```

=====

[3]
# C28H77ClFN9NbO6P4

A structure of composition C28H77ClFN9NbO6P4 (wB97M-V/def2-TZVPD, OMol25).

Geometry as ORCA input:
```
! wB97M-V def2-TZVPD RIJCOSX def2/J DEFGRID3
* xyz -1 1
C -4.88 -1.96 -3.84
C -4.01 -2.71 -2.82
Cl -4.84 -4.36 -2.53
C -3.89 -1.99 -1.49
Nb -2.05 -0.60 -1.31
C -0.64 -2.36 -1.60
C -0.21 0.72 -0.97
C -1.97 -1.04 0.93
O -3.14 -0.60 1.61
O -2.88 -0.61 3.02
C -3.51 1.13 -0.96
C -3.01 2.24 -0.12
O -3.27 3.41 -0.28
F -2.22 1.94 0.95
P -1.83 -0.16 -3.80
C -0.11 -0.37 -4.46
C -2.54 1.46 -4.38
H -4.29 -1.89 -4.76
H -5.05 -0.94 -3.53
H -5.79 -2.50 -4.08
H -3.04 -2.97 -3.23
H -4.79 -1.38 -1.39
H -3.84 -2.71 -0.68
H -0.72 -2.75 -2.62
H -0.91 -3.18 -0.92
H 0.40 -2.08 -1.45
H -0.03 0.92 0.09
H -0.30 1.68 -1.49
H 0.70 0.24 -1.32
H -1.91 -2.13 1.04
H -1.06 -0.64 1.38
H -2.39 0.21 3.19
H -3.95 1.57 -1.85
H -4.33 0.70 -0.38
H 0.64 -0.35 -3.68
H -0.07 -1.36 -4.92
H 0.11 0.33 -5.27
H -3.52 1.26 -4.79
H -2.56 2.23 -3.62
H -1.94 1.81 -5.22
O -0.81 7.37 1.59
P -0.81 6.42 2.76
N -2.49 6.20 3.00
C -3.37 6.97 3.85
C -3.17 5.46 1.94
N 0.01 7.44 3.88
C -0.40 7.72 5.24
C 0.66 8.62 3.33
N -0.40 5.00 3.75
C 0.36 4.01 2.97
C -1.34 4.31 4.61
H -4.08 6.29 4.35
H -3.96 7.71 3.28
H -2.84 7.49 4.64
H -2.93 4.39 2.01
H -2.87 5.79 0.95
H -4.25 5.55 2.00
H -1.20 8.47 5.29
H 0.44 8.11 5.81
H -0.71 6.83 5.78
H -0.06 9.43 3.12
H 1.19 8.38 2.41
H 1.41 9.00 4.03
H -0.26 3.50 2.23
H 0.81 3.25 3.62
H 1.19 4.50 2.45
H -2.11 3.74 4.06
H -1.85 4.98 5.30
H -0.78 3.60 5.23
O -1.52 -6.79 -1.43
P -1.56 -8.29 -1.39
N -0.43 -8.65 -2.65
C -0.70 -8.85 -4.05
C 0.95 -8.30 -2.36
N -3.21 -8.51 -1.76
C -3.76 -9.40 -2.76
C -4.06 -7.32 -1.67
N -1.48 -9.96 -0.75
C -1.05 -9.98 0.65
C -0.87 -11.07 -1.45
H -0.09 -9.68 -4.43
H -0.49 -7.96 -4.65
H -1.73 -9.14 -4.23
H 1.41 -9.01 -1.65
H 1.04 -7.29 -1.93
H 1.56 -8.31 -3.26
H -3.69 -8.98 -3.77
H -4.82 -9.58 -2.56
H -3.30 -10.39 -2.75
H -3.96 -6.67 -2.54
H -3.83 -6.75 -0.78
H -5.12 -7.61 -1.58
H 0.02 -9.74 0.76
H -1.22 -10.96 1.10
H -1.62 -9.25 1.23
H 0.22 -11.01 -1.51
H -1.26 -11.19 -2.47
H -1.13 -12.00 -0.92
O 5.22 3.02 -1.32
P 5.97 3.10 -0.01
N 4.65 3.15 1.09
C 3.99 4.33 1.61
C 3.86 1.94 1.20
N 6.80 4.57 -0.30
C 6.88 5.70 0.60
C 6.80 5.06 -1.68
N 7.14 2.70 1.28
C 7.82 1.42 1.01
C 6.85 2.80 2.69
H 3.77 4.19 2.68
H 3.04 4.53 1.09
H 4.60 5.22 1.55
H 4.40 1.16 1.77
H 3.62 1.52 0.22
H 2.92 2.11 1.71
H 5.98 6.32 0.57
H 7.72 6.35 0.31
H 7.09 5.41 1.63
H 5.85 5.54 -1.94
H 6.98 4.25 -2.38
H 7.60 5.78 -1.82
H 7.15 0.56 1.15
H 8.69 1.30 1.67
H 8.19 1.40 -0.02
H 6.15 2.04 3.05
H 6.46 3.78 2.97
H 7.79 2.67 3.24
*
```

=====

[4]
# C36H53AsFIrN7S2Si3

A structure of composition C36H53AsFIrN7S2Si3 (wB97M-V/def2-TZVPD, OMol25).

relative energy (zero: lowest compared OMol25 entry of this formula, charge and spin)	0.6072	eV

Geometry as ORCA input:
```
! wB97M-V def2-TZVPD RIJCOSX def2/J DEFGRID3
* xyz 2 2
Ir 0.76 0.50 0.25
C -1.46 4.69 3.53
C 0.04 4.59 3.28
N 0.39 4.45 1.87
C 0.44 3.31 1.19
S 0.04 1.82 2.01
N 0.74 3.40 -0.10
N 0.88 2.22 -0.74
C 1.26 2.22 -1.98
C 1.51 3.48 -2.73
C 1.58 0.89 -2.51
C 2.10 0.70 -3.78
C 2.50 -0.57 -4.18
C 2.36 -1.62 -3.29
C 1.82 -1.37 -2.04
N 1.44 -0.15 -1.65
H -1.65 4.79 4.60
H -1.97 3.79 3.18
H -1.89 5.55 3.02
H 0.47 3.75 3.82
H 0.55 5.49 3.64
H 0.56 5.29 1.33
H 0.89 4.28 -2.32
H 1.29 3.37 -3.79
H 2.55 3.79 -2.64
H 2.21 1.54 -4.45
H 2.92 -0.73 -5.16
H 2.66 -2.62 -3.54
H 1.69 -2.16 -1.32
N 4.44 0.08 2.22
C 5.03 0.84 1.22
C 6.35 1.23 1.03
C 6.61 1.99 -0.08
C 5.59 2.36 -0.97
C 4.28 1.97 -0.77
C 3.99 1.18 0.35
N 2.80 0.63 0.85
C 3.13 -0.01 1.95
C 2.15 -0.76 2.69
C 2.29 -1.32 3.92
S 0.80 -1.98 4.40
C 0.10 -1.49 2.94
N 0.91 -0.88 2.11
H 4.92 -0.35 3.00
H 7.13 0.94 1.72
H 7.62 2.32 -0.28
H 5.83 2.97 -1.83
H 3.52 2.28 -1.45
H 3.15 -1.34 4.56
H -0.94 -1.66 2.75
F 0.49 -7.74 4.16
C 0.67 -6.76 3.27
C -0.24 -6.61 2.24
C -0.05 -5.60 1.33
C 1.04 -4.71 1.44
C 1.23 -3.66 0.52
C 1.95 -4.91 2.50
C 1.77 -5.92 3.42
H -1.07 -7.31 2.16
H -0.74 -5.48 0.50
H 0.53 -3.52 -0.30
H 2.13 -3.07 0.53
H 2.82 -4.26 2.59
H 2.46 -6.09 4.23
C -3.46 0.92 2.21
Si -3.30 1.61 0.49
C -4.98 1.56 -0.30
C -2.84 3.41 0.35
As -1.67 0.23 -0.63
Si -2.73 -1.96 -0.51
C -2.14 -2.97 -1.96
C -4.58 -1.87 -0.51
C -2.24 -2.79 1.08
Si -2.07 0.62 -2.99
C -1.69 2.40 -3.39
C -1.09 -0.53 -4.08
C -3.86 0.30 -3.39
H -4.04 1.63 2.82
H -2.51 0.75 2.72
H -4.03 -0.01 2.19
H -5.62 2.15 0.37
H -5.45 0.58 -0.39
H -5.01 2.06 -1.26
H -3.44 3.98 1.07
H -3.12 3.76 -0.64
H -1.80 3.66 0.51
H -2.70 -2.71 -2.86
H -2.34 -4.02 -1.75
H -1.08 -2.86 -2.19
H -5.03 -1.30 -1.32
H -4.98 -1.50 0.43
H -4.92 -2.91 -0.62
H -1.15 -2.77 1.17
H -2.54 -3.84 1.06
H -2.72 -2.31 1.93
H -0.65 2.55 -3.65
H -1.95 3.09 -2.58
H -2.28 2.68 -4.27
H -0.11 -0.80 -3.71
H -0.96 -0.03 -5.05
H -1.64 -1.45 -4.27
H -4.54 1.08 -3.05
H -4.23 -0.67 -3.04
H -3.91 0.28 -4.48
*
```

=====

[5]
# C3H8N2

A cluster of 2 separate species, C3H8N2 in total (wB97M-V/def2-TZVPD, OMol25).

relative energy (zero: lowest compared OMol25 entry of this formula, charge and spin)	2.3341	eV
SMILES	C=CN=C.N

Geometry as ORCA input:
```
! wB97M-V def2-TZVPD RIJCOSX def2/J DEFGRID3
* xyz 0 1
N 0.61 1.71 1.77
H 0.95 2.57 2.17
H 1.11 1.60 0.89
H -0.35 1.86 1.49
C -0.37 -0.27 -1.36
C -1.45 -1.03 -1.45
C 0.91 -1.14 0.34
N 0.87 -0.68 -0.84
H -0.35 0.73 -1.77
H -1.45 -2.05 -1.08
H -2.35 -0.64 -1.91
H 1.85 -1.48 0.76
H 0.02 -1.19 0.98
*
```

=====

Number 1: electronic energy -2398.013721 Ha. Number 2: electronic energy -764.389966 Ha. Number 3: electronic energy -4039.334631 Ha. Number 4: electronic energy -5891.435774 Ha. Number 5: electronic energy -228.562877 Ha.